# 1
Entry from the OMol25 dataset: a molecular structure, C48H39CoIN6O4SeTe (ωB97M-V/def2-TZVPD).

The geometry in XYZ format:
```
101
Properties=species:S:1:pos:R:3:forces:R:3
Co -0.97714 1.57434 0.13952 0.45 0.62 -0.36
C 0.34706 0.84951 -4.13755 -2.31 1.49 -0.96
C -0.42085 -0.21320 -3.40042 1.07 0.58 -0.08
N -0.21426 -1.39991 -3.89280 0.39 -0.81 -0.22
C -0.55585 -2.47585 -3.17883 -1.13 -1.04 0.59
C -1.18944 -2.32468 -1.96684 -1.40 -0.93 1.06
C -1.58162 -3.59617 -1.18507 0.51 -0.95 -0.60
O -2.94054 -3.79811 -0.69964 0.80 0.40 -0.55
C -1.48818 -1.04979 -1.39590 1.02 0.04 -1.22
C -2.16462 -0.96819 -0.12950 -0.92 -3.06 -0.75
N -2.08457 -0.02175 0.68532 0.03 1.21 1.51
C -2.83371 -0.11878 1.90509 -0.09 -0.01 -1.41
C -4.18900 0.07241 1.83072 -2.61 -0.62 1.13
C -4.99655 -0.12551 3.01025 1.18 1.40 -0.28
C -4.35029 -0.32298 4.25186 -1.20 0.32 -1.85
C -2.98516 -0.49525 4.26972 -0.55 -0.44 0.47
C -2.27047 -0.46513 3.10369 1.83 -0.29 0.20
I -0.25541 -1.14435 3.06332 -0.46 0.21 0.28
C -1.04083 0.08424 -2.12236 -0.80 -0.04 -0.73
O -1.25003 1.32089 -1.78850 0.27 -0.84 -0.24
H 0.77991 0.46573 -5.04293 0.27 -0.55 -0.15
H 1.11411 1.20448 -3.49050 0.66 0.67 0.49
H -0.31105 1.70882 -4.50657 0.84 -0.82 0.93
H -0.42638 -3.52604 -3.57434 0.14 1.45 0.20
H -0.97259 -3.64102 -0.27970 -0.06 0.02 0.01
H -1.26620 -4.47856 -1.81858 -0.37 0.78 0.67
H -3.52525 -3.97892 -1.44237 0.11 0.06 -0.12
H -2.76602 -1.88866 0.12372 0.50 1.02 -0.09
H -4.68407 0.24209 0.85431 0.48 0.10 0.74
H -6.06784 0.12375 3.01125 0.52 -0.48 -0.27
H -4.94621 -0.35514 5.14913 0.07 -0.07 0.19
H -2.58549 -0.76083 5.21957 0.84 -0.08 0.37
Se 5.84448 4.24392 -2.73467 -0.51 1.40 0.02
N 5.33850 2.65718 -2.19589 0.37 -0.70 0.16
C 4.15366 2.76940 -1.68700 -1.05 -1.19 0.44
C 3.32190 1.64570 -1.13142 0.59 2.59 -0.80
C 3.81884 0.38555 -1.08310 0.77 -1.79 0.82
C 3.02025 -0.60557 -0.54354 1.22 -0.42 -1.03
C 1.75244 -0.32063 -0.13824 -1.06 0.24 -0.16
N 1.24563 0.89480 -0.22838 -0.09 1.52 -0.12
C 2.00103 1.91462 -0.71445 0.27 -2.59 0.25
C 1.37326 3.20253 -0.87049 1.38 -0.16 -0.18
N 0.09609 3.31484 -0.55849 -0.01 0.99 0.26
C -0.44328 4.51747 -0.72495 0.83 -0.58 -0.22
C 0.28795 5.58380 -1.25995 -1.98 0.65 0.35
C 1.62209 5.48766 -1.50018 -0.77 0.05 -0.85
C 2.17754 4.23205 -1.33737 0.63 0.91 0.06
C 3.57987 4.05801 -1.72737 -0.93 1.33 -0.09
N 4.26089 5.07707 -2.22254 1.20 -2.02 -0.10
H 4.84485 0.06951 -1.35502 -0.74 0.82 -0.16
H 3.43351 -1.58938 -0.63570 -0.27 -0.62 0.54
H 1.02333 -1.04761 0.16724 0.14 -0.52 0.31
H -1.45122 4.53616 -0.38971 -0.77 0.58 -0.14
H -0.30354 6.46693 -1.51418 0.48 -0.03 0.27
H 2.12286 6.31025 -1.99088 0.38 -0.11 0.28
Te 2.26466 -5.07672 -0.89791 -0.36 -0.50 0.46
C 1.01231 -6.80862 -0.52637 -0.43 0.94 -0.08
C 1.29455 -8.09139 -0.98126 0.30 -0.73 -0.50
C 0.48090 -9.17672 -0.63259 -1.63 1.24 1.29
C -0.60394 -8.92256 0.25938 -0.47 -0.85 0.29
C -0.91782 -7.62651 0.67410 0.22 -0.29 0.50
C -0.14006 -6.56393 0.25089 0.83 -1.03 -0.60
C 2.86696 -5.22706 -2.89647 -1.09 -0.59 -1.42
C 4.09106 -4.73117 -3.27287 0.98 0.90 0.60
C 4.44437 -4.58155 -4.63137 0.88 -0.56 0.97
C 3.62110 -5.03665 -5.61600 -1.32 0.20 -0.16
C 2.36737 -5.56795 -5.26205 0.44 0.44 -0.09
C 1.99799 -5.64923 -3.95094 -0.55 -0.48 1.59
H 2.14793 -8.27618 -1.65070 -0.35 0.21 0.40
H 0.57885 -10.17665 -1.01679 0.47 -0.10 -0.10
H -1.26589 -9.73285 0.69680 1.08 0.76 -0.94
H -1.70372 -7.39953 1.42217 0.33 -0.46 -0.79
H -0.47539 -5.60528 0.54733 0.20 1.01 0.16
H 4.78223 -4.36137 -2.47710 -0.46 -0.41 -0.82
H 5.44767 -4.24422 -4.87922 -0.23 0.27 0.07
H 3.83521 -4.84887 -6.65092 0.29 -0.21 -0.31
H 1.61998 -5.82851 -5.98686 0.05 -0.22 -0.47
H 1.00182 -6.08752 -3.72204 0.76 0.49 0.01
C -0.98235 7.73104 5.36232 -0.81 -0.32 0.77
C -1.18927 6.41459 4.65276 1.59 -0.03 -0.58
C -2.41831 5.82509 4.34754 -0.63 1.41 0.67
C -2.51616 4.69377 3.57784 -0.15 -0.60 -0.43
C -3.88575 4.17241 3.16775 0.77 0.09 -0.65
C -1.33936 4.07587 3.13798 -1.29 -0.65 -1.53
C -0.10566 4.55744 3.51948 1.50 0.71 1.12
C 1.20467 3.85979 3.26743 0.53 -0.90 -0.70
C 0.00207 5.77513 4.25137 -3.35 -1.57 -0.61
C -1.44958 3.01395 1.99851 0.69 1.10 2.02
O -2.21897 3.18174 1.01995 0.10 -0.37 0.37
O -0.62913 2.05523 2.06981 -0.17 -0.02 0.06
H -0.39810 8.47073 4.83541 0.49 -0.18 -0.41
H -0.52176 7.54896 6.34631 -0.11 0.19 -0.28
H -1.92600 8.22685 5.52240 -0.50 0.11 0.31
H -3.36293 6.33197 4.64788 0.79 -0.35 -0.08
H -4.61221 4.45524 3.90891 -0.39 0.12 0.28
H -3.88408 3.07491 3.05171 -0.08 0.53 -0.05
H -4.13765 4.65082 2.19805 -0.09 -0.51 0.50
H 1.44789 2.99152 3.94284 -0.54 1.01 -0.30
H 1.97171 4.62925 3.36679 0.28 -0.33 -0.03
H 1.26680 3.38785 2.26396 -0.04 0.51 0.46
H 0.91359 6.19521 4.55503 1.29 0.30 0.14
```
Positions in Å, forces in eV/Å.

Output
Spin multiplicity: 4
E_HOMO (spin up / spin down), eV: -7.574 / -7.678
E_tot, eV: -185906.7957
ΔE to the lowest compared entry with this formula, charge and spin, kJ/mol: 11.1
Total charge: 0
Gap between HOMO and LUMO (spin up / spin down), hartree: 0.2420 / 0.2458
Molecular weight, g mol⁻¹: 1156.3

---

# 2
Entry from the OMol25 dataset: C11H7ClN2O2S in the gas phase (ωB97M-V/def2-TZVPD).

The geometry in XYZ format:
```
24
Properties=species:S:1:pos:R:3:forces:R:3
O 1.23395 -1.46710 -0.55074 0.22 -0.03 -0.23
N 0.96917 -0.47045 -1.19101 -0.04 -0.67 -0.10
O 0.48811 -0.46641 -2.30544 -0.13 -0.04 -0.25
C 1.27727 0.80109 -0.60321 0.47 1.36 0.50
C 1.64771 1.82986 -1.46728 -0.06 -0.22 0.06
C 2.10913 3.02391 -0.95048 0.01 -0.16 0.18
C 2.22287 3.12219 0.43396 0.06 0.21 -0.50
N 1.80741 2.18428 1.25373 -0.15 -0.18 0.52
C 1.30206 1.05338 0.78195 -0.08 -0.48 -0.51
S 0.69655 0.00508 2.04817 -0.25 -0.22 0.13
C -0.61450 -0.89468 1.23872 0.15 0.33 0.29
C -1.55786 -0.21806 0.47673 -0.02 -0.13 0.12
C -2.58302 -0.91998 -0.12765 -0.04 -0.15 -0.06
C -2.66681 -2.29395 0.04875 0.24 0.20 0.15
Cl -3.94616 -3.16811 -0.70511 -0.20 -0.15 -0.12
C -1.73831 -2.96939 0.82683 -0.13 0.02 -0.02
C -0.70827 -2.26624 1.42238 -0.07 0.20 -0.01
H 1.59439 1.64857 -2.53122 -0.02 0.03 -0.02
H 2.40435 3.83547 -1.59411 0.05 0.07 -0.06
H 2.64848 3.99641 0.90667 0.05 0.13 -0.04
H -1.49280 0.85326 0.35140 -0.02 0.07 0.02
H -3.31358 -0.40474 -0.73064 -0.09 0.01 -0.06
H -1.81438 -4.03730 0.95444 -0.04 -0.10 -0.01
H 0.03422 -2.77709 2.01315 0.11 -0.10 0.03
```
Positions in Å, forces in eV/Å.

Output
E_HOMO, eV: -8.634
E_tot, eV: -41950.4660
SMILES: O=[N+]([O-])c1cccnc1Sc1ccc(Cl)cc1
Total charge: 0
Gap between HOMO and LUMO, hartree: 0.2905
Molecular weight, g mol⁻¹: 266.7

---

# 3
Entry from the OMol25 dataset: a molecular structure, C12H16N (ωB97M-V/def2-TZVPD).

The geometry in XYZ format:
```
29
Properties=species:S:1:pos:R:3:forces:R:3
C 3.32296 -0.41931 -0.71104 -2.43 1.71 0.75
C 2.97291 0.99970 -0.78255 -0.79 -0.54 0.09
C 2.45148 -1.31261 -0.26276 -1.72 0.61 1.25
C 1.75286 1.45439 -0.45042 0.14 3.08 0.11
C 1.43616 -0.55686 1.81432 0.27 -0.13 1.13
C 1.04941 0.72342 1.76336 -0.81 0.04 -0.15
C -0.10598 -1.73155 0.06249 -0.61 -1.32 -0.99
C -1.24195 -0.69672 0.06864 -1.71 -0.02 0.79
C 1.11855 -1.02196 0.45631 2.11 4.58 -2.54
C 0.78434 0.65498 0.29258 -0.75 -2.79 -0.23
C -2.46692 -1.02619 -0.85592 0.62 -1.04 3.09
C -1.40652 1.83050 0.53699 0.55 1.52 -0.37
N -0.74399 0.73225 -0.17530 4.42 -0.90 -2.61
H 4.29649 -0.56894 -0.97986 2.26 -1.28 -0.79
H 3.76800 1.64791 -1.10547 -0.11 0.41 -0.15
H 2.63144 -2.31460 -0.11462 1.17 -2.33 -0.32
H 1.55253 2.60768 -0.40542 0.42 -2.11 -0.39
H 2.06054 -1.14143 2.44893 0.08 -0.12 1.09
H 0.97436 1.61468 2.39699 0.55 -0.65 0.01
H -0.27627 -2.63825 0.74188 -0.31 1.31 -1.02
H 0.00492 -2.09747 -1.00773 -0.03 0.18 1.26
H -1.56113 -0.50808 1.10482 -0.27 -0.87 -0.16
H -3.04117 -0.13190 -0.87329 -0.94 0.49 -0.45
H -3.05941 -1.87796 -0.38684 0.65 1.23 -0.48
H -2.16028 -1.38155 -1.79807 0.44 -0.05 -1.33
H -2.14936 1.26766 1.10643 -0.47 1.28 0.17
H -0.67155 2.47303 1.21552 -1.62 -1.71 -1.45
H -1.73113 2.48737 -0.31478 -0.56 -0.32 1.51
H -0.63604 0.91098 -1.24059 -0.53 -0.25 2.17
```
Positions in Å, forces in eV/Å.

Output
E_HOMO, eV: -12.548
E_tot, eV: -14183.2718
ΔE to the lowest compared entry with this formula, charge and spin, kJ/mol: 257.0
Total charge: +1
Gap between HOMO and LUMO, hartree: 0.3489
Molecular weight, g mol⁻¹: 174.3

---

# 4
Entry from the OMol25 dataset: 2 unconnected molecules or ions with the total composition C4H8N3 (ωB97M-V/def2-TZVPD).

The geometry in XYZ format:
```
15
Properties=species:S:1:pos:R:3:forces:R:3
C 2.08996 -0.65975 0.11456 2.83 -1.07 0.38
C 0.84100 -1.17800 0.08752 -0.38 -0.74 -0.41
C 0.72252 1.04651 -0.07789 -0.71 -1.64 0.50
C -1.39048 -0.22796 -0.35069 -3.52 0.26 -3.33
N 2.00535 0.69810 0.06544 -2.60 0.13 -0.40
N -0.03217 -0.08638 -0.05363 3.37 0.44 0.06
N -2.24000 0.02347 0.72591 0.18 -0.54 0.10
H 3.15628 -1.06561 0.13888 -2.10 0.09 0.11
H 0.50445 -2.25409 0.07883 0.36 1.67 0.04
H 0.30072 2.02341 -0.13103 0.01 0.47 -0.19
H -1.63707 0.77013 -1.74685 0.61 -2.34 3.15
H -1.62510 -1.29194 -0.66903 0.64 1.57 -0.26
H 2.73283 1.36048 0.11739 1.04 0.61 0.01
H -3.22508 -0.07691 0.60268 -0.53 -0.98 -0.72
H -2.20319 0.91855 1.09790 0.80 2.08 0.94
```
Positions in Å, forces in eV/Å.

Output
E_HOMO, eV: -13.260
E_tot, eV: -8738.9556
ΔE to the lowest compared entry with this formula, charge and spin, kJ/mol: 369.2
Total charge: +1
Gap between HOMO and LUMO, hartree: 0.3408
Molecular weight, g mol⁻¹: 98.1